Version one
22
Properties=species:S:1:pos:R:3:nbo_charge:R:1 method="wB97M-V/def2-TZVPD" orbital_gap_ev=4.310
O 0.3893 -1.1708 -0.5578 -0.821
O -1.9375 0.7584 -1.5758 -0.910
C -0.5452 -1.7018 0.3662 -0.080
C -1.9918 -1.3626 0.0482 -0.128
O -2.3928 -0.0498 0.4415 -0.600
C -2.4837 0.9863 -0.4764 0.354
H -0.2505 -1.3751 1.3746 0.168
H -0.5450 -2.8066 0.3356 0.111
H -2.6299 -2.0542 0.6151 0.172
H -2.1764 -1.5271 -1.0243 0.181
O 1.2720 0.9701 -1.1225 -0.601
C 1.0244 2.2086 -0.4556 -0.102
C 0.8116 1.7733 0.9898 -0.109
O 1.5335 0.5465 1.0661 -0.533
C 1.6698 0.0004 -0.1730 1.006
H 1.9043 2.8518 -0.5837 0.173
H 0.1460 2.6824 -0.9066 0.216
H -0.2482 1.5797 1.2060 0.209
H 1.2350 2.4664 1.7227 0.189
O 2.7243 -0.6316 -0.4305 -0.803
Cs 2.7931 -4.1513 1.0806 0.995
Li -0.3023 0.0070 -1.9401 0.914

---

Version two
22
Properties=species:S:1:pos:R:3:nbo_charge:R:1 method="wB97M-V/def2-TZVPD" orbital_gap_ev=3.047
O 1.4337 -1.4465 2.6893 -0.460
C 0.2415 -0.9052 2.5214 0.977
C 2.3414 -0.4747 3.2384 -0.102
O 0.1557 0.2963 3.0769 -0.484
C 1.4054 0.6494 3.6930 -0.102
H 3.0343 -0.1632 2.4481 0.207
H 2.8909 -0.9409 4.0611 0.205
H 1.7022 1.6384 3.3319 0.214
H 1.2548 0.6695 4.7785 0.195
O -0.5319 -1.2586 1.6391 -0.629
Li -2.0275 -0.1526 1.1785 0.796
C -2.4991 -0.2640 -0.8701 -1.071
C -1.4757 0.4003 -1.7164 -0.080
O -0.9914 -0.4734 -2.8262 -0.565
C -0.2468 0.0544 -3.7881 0.946
O 0.0988 1.2687 -3.7583 -0.852
O -0.0135 -0.6764 -4.7964 -0.861
H -2.5919 -1.3370 -1.1252 0.200
H -3.4958 0.1837 -1.0435 0.168
H -0.5729 0.6776 -1.1514 0.126
H -1.8562 1.3083 -2.2075 0.176
Cs 1.7438 0.9459 -9.3732 0.996

---

Which is more stable than every other structure shown? version one is more stable than every other one.